{"formula": "C5H6O2", "method": "the ωB97M-V functional and the def2-TZVPD basis", "symbols": ["O", "C", "C", "O", "C", "C", "C", "H", "H", "H", "H", "H", "H"], "xyz": [[1.347183, -0.810394, 2.383459], [0.630457, 0.183870, -0.072874], [-0.351497, 1.361464, -0.226936], [-0.262474, 1.416421, -1.650464], [0.222455, 0.081543, -1.545251], [-0.796877, -0.703081, -0.813278], [-1.204455, 0.213425, 0.129128], [1.544259, -1.652252, 1.956647], [1.047852, -0.301279, 1.599339], [-0.380813, 2.255200, 0.395915], [0.772484, -0.371858, -2.370044], [-0.893310, -1.776655, -0.884705], [-1.675258, 0.103591, 1.099064]], "forces_ev_per_angstrom": [[-0.14, -0.26, 0.25], [-0.23, -0.14, -0.04], [-0.24, 0.43, 0.11], [0.18, 0.50, -0.19], [-0.19, -0.07, -0.57], [0.13, -0.28, 0.09], [0.22, -0.15, 0.30], [0.11, -0.01, 0.26], [0.41, -0.10, 0.07], [0.12, -0.05, -0.52], [-0.08, 0.36, 0.22], [-0.20, 0.09, 0.32], [-0.10, -0.32, -0.30]], "nbo_charge": [-0.98, -0.17, 0.00, -0.48, 0.01, -0.14, -0.13, 0.45, 0.47, 0.23, 0.23, 0.25, 0.26], "orbital_gap_ev": 9.828, "homo_ha": -0.3334, "total_charge": 0, "de_lowest_kcal_mol": 123.4, "molar_mass_g_mol": 98.101}

{"formula": "C5H6O2", "method": "the ωB97M-V functional and the def2-TZVPD basis", "symbols": ["C", "C", "C", "C", "O", "C", "O", "H", "H", "H", "H", "H", "H"], "xyz": [[1.578030, -0.638675, -1.470735], [1.173351, -0.317139, -0.385356], [0.196204, -0.114323, 0.684139], [0.266647, 1.257014, 1.342610], [-1.168389, -0.219866, 0.177795], [-1.537235, -0.809750, -0.975620], [-0.893074, -1.443891, -1.762790], [1.852649, -0.973408, -2.444751], [0.304243, -0.902152, 1.439006], [0.185004, 2.038630, 0.582136], [1.213556, 1.383895, 1.875388], [-0.559175, 1.365237, 2.050849], [-2.611810, -0.625572, -1.112672]], "forces_ev_per_angstrom": [[0.26, 0.27, 0.50], [-0.02, -0.19, -0.64], [0.06, 0.01, 0.08], [0.00, 0.05, 0.02], [0.00, 0.01, -0.13], [-0.02, -0.27, -0.31], [-0.49, 0.02, 0.45], [0.21, 0.12, 0.13], [-0.02, 0.09, -0.14], [0.01, -0.12, 0.10], [-0.11, -0.08, -0.11], [0.13, -0.03, -0.08], [-0.01, 0.12, 0.12]], "nbo_charge": [-0.12, -0.10, 0.03, -0.60, -0.52, 0.66, -0.57, 0.24, 0.21, 0.22, 0.22, 0.22, 0.11], "orbital_gap_ev": 10.582, "homo_ha": -0.3543, "total_charge": 0, "de_lowest_kcal_mol": 56.7, "molar_mass_g_mol": 98.101}

{"formula": "C5H6O2", "method": "the ωB97M-V functional and the def2-TZVPD basis", "symbols": ["O", "C", "C", "O", "C", "C", "C", "H", "H", "H", "H", "H", "H"], "xyz": [[-2.743632, 0.718156, 0.523694], [-1.644449, 0.603432, 0.776029], [0.815569, 1.403108, 1.413526], [1.639119, 1.158252, 0.569807], [0.746177, -0.455841, -1.357280], [0.216232, -1.555911, -0.493093], [-0.536706, -0.608390, -1.382676], [0.606678, 0.721862, 2.259333], [0.214846, 2.333197, 1.397178], [1.633345, 0.047406, -1.700609], [0.193053, -1.432450, 0.597973], [0.352723, -2.594459, -0.804519], [-1.492956, -0.338363, -1.799364]], "forces_ev_per_angstrom": [[0.97, -0.11, 0.23], [-1.42, 0.12, -0.13], [0.39, 0.02, -0.14], [-0.21, 0.24, 0.51], [-0.25, -0.07, -0.22], [0.04, -0.28, 0.17], [0.24, 0.00, -0.28], [0.14, 0.04, -0.07], [0.13, -0.03, -0.01], [-0.12, -0.06, 0.07], [-0.02, 0.06, -0.24], [-0.01, 0.14, 0.06], [0.12, -0.04, 0.05]], "nbo_charge": [-0.50, 0.52, 0.28, -0.52, -0.14, -0.43, -0.24, 0.12, 0.11, 0.24, 0.17, 0.18, 0.23], "orbital_gap_ev": 10.075, "homo_ha": -0.3435, "total_charge": 0, "de_lowest_kcal_mol": 95.6, "molar_mass_g_mol": 98.101}

{"formula": "C5H6O2", "method": "the ωB97M-V functional and the def2-TZVPD basis", "symbols": ["C", "C", "C", "O", "C", "C", "O", "H", "H", "H", "H", "H", "H"], "xyz": [[-0.860247, 2.231927, -0.462848], [-0.403356, 1.350370, 0.375407], [-0.089885, 0.009547, -0.058814], [-0.180057, -0.284788, -1.381207], [0.531824, -0.817781, 0.770538], [0.897375, -2.146047, 0.290432], [1.034612, -3.107543, 1.028644], [-1.039007, 3.345773, -0.126539], [-1.106379, 1.918519, -1.438488], [-0.452235, 1.422046, 1.503087], [-0.059852, -1.255831, -1.489375], [0.599906, -0.517096, 1.863242], [1.127300, -2.149097, -0.874080]], "forces_ev_per_angstrom": [[-0.76, 3.97, 0.93], [-0.86, -1.15, 2.23], [1.24, 0.14, -0.85], [-0.83, -0.30, -0.16], [-0.17, -0.71, 2.08], [0.81, -0.30, 0.53], [0.03, 0.64, -1.38], [0.11, -2.48, -0.84], [0.11, 0.12, -1.22], [0.69, 0.48, -1.47], [-0.21, 1.18, -0.09], [0.00, -0.83, -1.55], [-0.17, -0.77, 1.81]], "nbo_charge": [-0.32, -0.27, 0.35, -0.67, -0.41, 0.39, -0.51, 0.21, 0.21, 0.23, 0.49, 0.23, 0.08], "orbital_gap_ev": 9.102, "homo_ha": -0.3417, "total_charge": 0, "de_lowest_kcal_mol": 50.2, "molar_mass_g_mol": 98.101}

{"formula": "C5H6O2", "method": "the ωB97M-V functional and the def2-TZVPD basis", "symbols": ["O", "C", "C", "C", "C", "C", "O", "H", "H", "H", "H", "H", "H"], "xyz": [[1.791777, 1.285523, -1.095684], [1.642104, 0.001021, -0.528483], [0.233434, -0.224021, -0.087285], [-0.652610, 0.632478, 0.743189], [-1.756796, -0.453849, 0.691245], [-0.795425, -1.055500, -0.327300], [-0.610281, 1.785893, 1.092967], [1.416682, 1.921322, -0.469119], [2.312606, -0.135345, 0.336302], [1.938610, -0.729540, -1.286740], [-2.751326, -0.131755, 0.369695], [-1.836542, -1.043573, 1.611143], [-0.932236, -1.852657, -1.049925]], "forces_ev_per_angstrom": [[-0.05, 0.24, 0.13], [-0.04, -0.36, 0.03], [-0.01, 0.01, -0.13], [0.06, 0.47, 0.18], [-0.18, 0.03, 0.06], [0.14, -0.09, -0.09], [-0.01, -0.53, 0.01], [0.07, -0.01, -0.14], [-0.11, 0.04, -0.14], [-0.06, 0.11, 0.06], [0.15, -0.02, -0.05], [-0.03, 0.14, -0.13], [0.07, -0.03, 0.19]], "nbo_charge": [-0.70, -0.10, -0.14, 0.57, -0.52, -0.08, -0.54, 0.48, 0.18, 0.19, 0.22, 0.22, 0.22], "orbital_gap_ev": 10.410, "homo_ha": -0.3613, "total_charge": 0, "de_lowest_kcal_mol": 40.4, "molar_mass_g_mol": 98.101}

{"formula": "C5H6O2", "method": "the ωB97M-V functional and the def2-TZVPD basis", "symbols": ["O", "C", "C", "O", "C", "C", "C", "H", "H", "H", "H", "H", "H"], "xyz": [[0.612594, -2.408250, 0.332052], [0.212138, -1.277236, 0.191350], [-1.108810, -0.726166, 0.738321], [-1.451777, 0.380892, -0.076586], [-0.304694, 0.808293, -0.769084], [0.867182, 1.194270, 0.052828], [0.818060, -0.180983, -0.610479], [-0.974685, -0.426051, 1.789003], [-1.904201, -1.472478, 0.691829], [-0.533454, 1.272114, -1.720283], [0.738521, 1.259123, 1.130447], [1.589713, 1.891194, -0.361581], [1.527180, -0.429819, -1.390863]], "forces_ev_per_angstrom": [[-0.12, 0.52, -0.01], [0.06, -0.27, 0.10], [0.00, -0.17, 0.16], [-0.02, 0.05, -0.04], [0.08, 0.16, -0.15], [0.01, 0.12, 0.11], [0.11, -0.25, -0.13], [-0.01, -0.06, -0.14], [0.12, 0.04, -0.02], [0.02, 0.04, 0.15], [0.02, -0.04, -0.18], [-0.14, -0.16, 0.03], [-0.12, 0.02, 0.11]], "nbo_charge": [-0.52, 0.57, -0.19, -0.50, 0.10, -0.43, -0.38, 0.20, 0.22, 0.21, 0.23, 0.23, 0.25], "orbital_gap_ev": 10.337, "homo_ha": -0.3465, "total_charge": 0, "de_lowest_kcal_mol": 32.1, "molar_mass_g_mol": 98.101}

{"formula": "C5H6O2", "method": "the ωB97M-V functional and the def2-TZVPD basis", "symbols": ["O", "C", "C", "O", "C", "C", "C", "H", "H", "H", "H", "H", "H"], "xyz": [[0.948815, 2.097848, 0.455071], [0.434259, 1.007902, 0.321319], [1.324528, -0.148880, -0.127855], [0.755634, -1.050170, -1.096159], [0.252681, -0.476722, -2.157223], [-1.505530, -0.368525, 1.095492], [-0.977392, 0.798519, 0.734623], [1.594233, -0.766788, 0.734368], [2.226530, 0.291494, -0.550306], [-0.048474, -1.365834, -2.768785], [-0.962488, -1.300452, 1.000077], [-2.506581, -0.438333, 1.511321], [-1.536217, 1.719937, 0.848061]], "forces_ev_per_angstrom": [[-0.19, -0.36, -0.09], [0.12, 0.27, 0.07], [0.21, 0.09, 0.18], [-0.26, 0.15, -0.33], [0.13, -0.43, 0.22], [0.11, 0.10, -0.12], [-0.15, -0.19, 0.12], [-0.06, 0.08, -0.08], [-0.07, -0.05, 0.03], [-0.04, 0.26, 0.13], [0.06, -0.01, 0.00], [0.13, 0.08, -0.12], [0.03, 0.01, -0.02]], "nbo_charge": [-0.50, 0.52, -0.18, -0.48, 0.10, -0.32, -0.29, 0.21, 0.23, 0.08, 0.20, 0.21, 0.23], "orbital_gap_ev": 9.086, "homo_ha": -0.3303, "total_charge": 0, "de_lowest_kcal_mol": 94.5, "molar_mass_g_mol": 98.101}

{"formula": "C5H6O2", "method": "the ωB97M-V functional and the def2-TZVPD basis", "symbols": ["O", "C", "H", "H", "H", "C", "O", "H", "H", "C", "C", "C", "H"], "xyz": [[-0.462433, 0.787862, 0.036353], [0.820944, 0.986075, 0.277660], [-0.997644, 0.707554, 0.880258], [1.103607, 1.197430, 1.315755], [1.308752, 1.567275, -0.509591], [1.686795, -0.619393, 0.035586], [2.973772, -0.372795, 0.056823], [1.309265, -0.867083, -0.961570], [1.270785, -1.169440, 0.890247], [-5.211554, -0.819630, -1.647685], [-4.111227, -0.586369, -1.036349], [-3.038174, -0.438359, -0.316209], [3.347115, -0.373129, 0.978724]], "forces_ev_per_angstrom": [[-0.34, 0.23, 1.27], [-0.15, 0.51, 0.18], [0.45, -0.24, -1.30], [-0.03, 0.07, -0.29], [0.04, -0.27, 0.11], [-0.58, -0.50, 0.04], [0.88, 0.16, 1.00], [0.14, 0.05, 0.27], [0.03, 0.10, -0.31], [-0.72, -0.15, -0.41], [2.37, 0.33, 1.49], [-1.78, -0.21, -1.00], [-0.30, -0.08, -1.05]], "lowdin_spin": [0.24, 0.23, 0.00, 0.01, 0.02, 0.24, 0.22, 0.01, 0.02, 0.00, 0.00, 0.00, 0.00], "orbital_gap_ev": [9.704, 6.736], "homo_ha": [-0.5433, -0.5433], "total_charge": 1, "de_lowest_kcal_mol": 63.4, "molar_mass_g_mol": 98.101, "multiplicity": 2}

Largest force on an atom (eV Å⁻¹)
0.61; 0.67; 1.43; 4.14; 0.53; 0.53; 0.50; 2.82
DFT total energy (eV)
-9371.74559; -9374.63605; -9372.95106; -9374.92075; -9375.34179; -9375.70290; -9372.99878; -9359.74210